C6H12BF4INO4S as an isolated structure. Source: OMol25; level of theory: ωB97M-V/def2-TZVPD.

The electronic energy is -46586.51948 eV. The frontier orbital gap comes out at 0.302 Ha. As for the charge: -1. The calculation puts the highest occupied orbital energy at -0.2546 hartree.

XYZ file:
```
30
Properties=species:S:1:pos:R:3:forces:R:3:lowdin_charge:R:1
C 0.953180 0.650575 -2.851150 0.1 0.0 0.1 -0.07
C -0.443855 0.209011 -2.408004 0.6 0.1 0.0 -0.20
N -0.443932 -0.550914 -1.143331 -1.2 -0.3 -0.4 -0.05
C -1.057515 0.154266 -0.016111 0.6 0.0 0.2 -0.14
C -0.474365 -0.282816 1.315223 -0.2 0.0 -0.2 -0.21
O 0.924985 0.066380 1.309078 -0.1 0.1 -0.1 -0.34
S 1.892060 -1.045885 1.921129 0.1 0.0 0.0 0.77
O 2.127024 -2.048340 0.893891 -0.2 0.0 0.2 -0.48
O 3.189208 -0.105414 1.968021 0.3 -0.1 0.0 -0.95
I 4.317629 0.006354 0.318824 -0.1 0.1 0.1 0.93
C -0.650989 -1.904845 -1.333376 0.4 0.1 0.0 -0.49
C -1.554580 -2.689846 -0.401486 0.2 -0.1 0.1 0.00
O -0.139136 -2.481995 -2.277889 -0.2 0.1 -0.1 0.05
H 0.944151 1.662168 -3.259442 0.0 0.0 -0.1 0.07
H 1.620157 0.647388 -1.988787 0.0 0.1 0.0 0.05
H 1.364718 -0.032482 -3.593040 0.0 0.0 0.0 0.07
H -0.894446 -0.413076 -3.180265 0.0 0.0 0.0 0.11
H -1.080381 1.082392 -2.262565 0.0 0.0 0.1 0.11
H -0.802044 1.208567 -0.109260 -0.1 0.0 0.0 0.13
H -2.150499 0.076265 0.003633 0.0 0.0 0.0 0.13
H -0.577823 -1.362004 1.441233 0.0 0.0 0.1 0.09
H -0.971105 0.245762 2.127405 0.1 0.1 0.0 0.12
H -2.197468 -2.092093 0.239064 0.0 0.0 -0.1 0.06
H -0.941272 -3.339484 0.224526 0.0 0.0 0.0 0.09
H -2.161193 -3.332305 -1.036179 0.0 0.0 0.0 0.08
B -0.148645 3.146451 2.825113 0.0 -0.1 0.0 -1.25
F -0.640522 4.287330 3.476003 0.0 0.0 0.0 0.08
F 0.125199 2.127409 3.766863 0.0 0.0 0.0 0.07
F -1.139429 2.652641 1.929683 -0.1 0.0 -0.1 0.06
F 1.010888 3.458538 2.101196 0.0 0.0 0.0 0.09
```
Forces are in eV/Å.